Record 1
{"formula": "C25H36Cl3GeN4O6Tc", "method": "the ωB97M-V functional and the def2-TZVPD basis", "s2": 3.783, "total_charge": 1, "de_lowest_ev": 0.468, "spin_multiplicity": 4, "max_force_ev_per_a": 2.52, "total_energy_ev": -141030.9176, "homo_ev": [-11.3759, -11.3996], "species": ["Tc", "C", "C", "C", "O", "C", "O", "O", "H", "H", "H", "H", "H", "H", "H", "C", "C", "N", "H", "H", "H", "Cl", "C", "Cl", "Cl", "C", "N", "C", "C", "O", "O", "H", "H", "H", "C", "Ge", "C", "C", "C", "H", "H", "H", "H", "H", "H", "H", "H", "H", "H", "H", "C", "N", "N", "C", "O", "C", "C", "C", "C", "C", "C", "C", "C", "C", "H", "H", "H", "H", "H", "H", "H", "H", "H", "H", "H", "H"], "positions_angstrom": [[0.0137, -0.5089, -1.5253], [-3.8613, 0.3139, -0.4288], [-2.9805, 0.4282, -1.6610], [-3.6071, 1.2859, -2.7494], [-1.6859, 0.9714, -1.3118], [-2.7678, -1.0065, -2.2547], [-3.7168, -1.6844, -2.5471], [-1.5085, -1.3243, -2.3765], [-4.1527, 1.3051, -0.0716], [-3.3353, -0.2181, 0.3689], [-4.7596, -0.2448, -0.6790], [-3.8695, 2.2706, -2.3596], [-4.5044, 0.7893, -3.1123], [-2.9122, 1.4180, -3.5796], [-1.6280, 1.1091, -0.3439], [3.7537, 1.0067, 0.5616], [2.5319, 0.6235, -0.0955], [1.5788, 0.2992, -0.6372], [4.5651, 0.9927, -0.1678], [3.9802, 0.3050, 1.3641], [3.6637, 2.0094, 0.9790], [3.2016, -4.5049, -0.1221], [2.2866, -4.2351, -1.6361], [3.3735, -3.6139, -2.8599], [1.5802, -5.7619, -2.1792], [1.1820, -3.2245, -1.3040], [1.1554, -2.0594, -1.7098], [-1.3982, -4.2394, 1.1283], [-0.6875, -3.2667, 0.2433], [0.3126, -3.8709, -0.4226], [-0.9788, -2.0978, 0.1502], [-0.6765, -4.8559, 1.6616], [-2.0125, -4.8995, 0.5143], [-2.0350, -3.7001, 1.8228], [3.7535, 0.0028, -3.1745], [2.1385, 0.1669, -4.2977], [2.4627, 1.6497, -5.5579], [1.8430, -1.4460, -5.3765], [0.5383, 0.6303, -3.2215], [4.5630, -0.3801, -3.7971], [3.5992, -0.6843, -2.3431], [4.0521, 0.9817, -2.7932], [3.3288, 1.3884, -6.1682], [2.6771, 2.5895, -5.0488], [1.6157, 1.8040, -6.2264], [2.6841, -1.5541, -6.0629], [0.9316, -1.3531, -5.9672], [1.7713, -2.3463, -4.7688], [-0.3144, 0.5620, -3.9031], [0.6224, 1.6746, -2.9059], [-0.6844, 0.5897, 5.6881], [-0.1329, 0.3845, 4.3597], [-0.7372, 0.9243, 3.2389], [-0.2910, 0.2477, 2.1124], [-0.6225, 0.5777, 0.9593], [0.5838, -0.7650, 2.6009], [0.6280, -0.6593, 3.9671], [1.3283, -1.5057, 4.9683], [-1.2365, 2.2544, 3.2413], [-2.3845, 2.5549, 2.5222], [-2.8455, 3.8620, 2.4917], [-2.1765, 4.8592, 3.1859], [-1.0342, 4.5512, 3.9109], [-0.5547, 3.2518, 3.9317], [-1.4866, 1.3180, 5.6292], [0.0786, 0.9665, 6.3685], [-1.0847, -0.3436, 6.0856], [1.1187, -1.4673, 1.9850], [2.0507, -2.1511, 4.4757], [0.6163, -2.1370, 5.5045], [1.8478, -0.8910, 5.7034], [-2.9075, 1.7650, 2.0008], [-3.7404, 4.1000, 1.9325], [-2.5446, 5.8759, 3.1595], [-0.5072, 5.3251, 4.4525], [0.3506, 3.0153, 4.4772]]}

---

Record 2
{"formula": "C25H36F3NO14", "method": "the ωB97M-V functional and the def2-TZVPD basis", "max_force_ev_per_a": 1.21, "total_energy_ev": -64817.5107, "homo_ev": -10.4515, "smiles": "O=C1NC(=O)c2cc(C(F)(F)F)ccc21.CCOC(=O)OC.CCOC(=O)OC.CCOC(=O)OC.CCOC(=O)OC", "species": ["O", "C", "N", "C", "O", "C", "C", "C", "C", "F", "F", "F", "C", "C", "C", "H", "H", "H", "H", "C", "C", "O", "C", "O", "O", "C", "H", "H", "H", "H", "H", "H", "H", "H", "C", "C", "O", "C", "O", "O", "C", "H", "H", "H", "H", "H", "H", "H", "H", "C", "C", "O", "C", "O", "O", "C", "H", "H", "H", "H", "H", "H", "H", "H", "C", "C", "O", "C", "O", "O", "C", "H", "H", "H", "H", "H", "H", "H", "H"], "positions_angstrom": [[1.0793, 3.3042, 4.6295], [0.4017, 4.1872, 4.2373], [0.8950, 5.5320, 3.8912], [-0.1827, 6.3769, 4.4375], [-0.0313, 7.4329, 4.9386], [-1.4504, 5.5838, 4.2509], [-2.7710, 5.9926, 4.2139], [-3.7268, 5.0024, 3.9781], [-5.1679, 5.4452, 3.8794], [-5.3024, 6.3531, 2.8846], [-5.6031, 6.0399, 4.9914], [-5.9921, 4.4341, 3.5900], [-3.3820, 3.6690, 3.8322], [-2.0434, 3.2744, 3.8984], [-1.0972, 4.2583, 4.1014], [0.6551, 5.5698, 2.8950], [-3.0356, 7.0299, 4.3492], [-4.1408, 2.9234, 3.6565], [-1.7468, 2.2424, 3.8012], [-8.8736, 0.9774, 3.0869], [-8.5032, 0.4568, 4.4590], [-7.9995, -0.8872, 4.4036], [-6.7420, -1.0093, 3.9873], [-6.0039, -0.1079, 3.6810], [-6.4364, -2.3066, 3.9652], [-5.1278, -2.5968, 3.4701], [-9.5722, 0.2973, 2.5979], [-9.3370, 1.9604, 3.1685], [-7.9945, 1.0642, 2.4498], [-9.3867, 0.4046, 5.0922], [-7.7785, 1.1040, 4.9523], [-4.3716, -2.0304, 4.0089], [-5.0712, -2.3783, 2.4048], [-4.9665, -3.6588, 3.6299], [1.9732, 1.4410, -0.6335], [0.4926, 1.2199, -0.4145], [-0.1699, 2.4202, 0.0167], [-0.4162, 3.3172, -0.9353], [-0.1621, 3.2065, -2.1051], [-1.0041, 4.3722, -0.3615], [-1.2745, 5.4531, -1.2583], [2.4327, 1.8649, 0.2607], [2.4636, 0.4964, -0.8693], [2.1504, 2.1344, -1.4547], [0.3368, 0.5018, 0.3883], [0.0077, 0.8287, -1.3084], [-1.8421, 5.1119, -2.1207], [-0.3435, 5.9155, -1.5826], [-1.8631, 6.1765, -0.7011], [5.3683, -4.2195, -1.0255], [4.1991, -3.5448, -0.3402], [3.2254, -3.0785, -1.2883], [2.4299, -4.0171, -1.7987], [2.4439, -5.1881, -1.5274], [1.6171, -3.4312, -2.6826], [0.7652, -4.3426, -3.3825], [5.8060, -3.5570, -1.7737], [6.1339, -4.4807, -0.2951], [5.0541, -5.1293, -1.5348], [4.5356, -2.6537, 0.1866], [3.7233, -4.2022, 0.3870], [0.2075, -4.9671, -2.6886], [1.3525, -4.9636, -4.0574], [0.0737, -3.7358, -3.9599], [8.8530, -5.4914, -6.7385], [7.4770, -6.0878, -6.9434], [6.5503, -5.6506, -5.9383], [6.0713, -4.4184, -6.1010], [6.3202, -3.6719, -7.0115], [5.2500, -4.1579, -5.0828], [4.7015, -2.8375, -5.0896], [9.2120, -5.7009, -5.7300], [9.5572, -5.9100, -7.4574], [8.8342, -4.4099, -6.8661], [7.5182, -7.1707, -6.8426], [7.0840, -5.8605, -7.9340], [4.2206, -2.6147, -6.0394], [5.4813, -2.1060, -4.8825], [3.9591, -2.8020, -4.2961]]}

---

Record 3
{"formula": "C25H36F3NO4S", "method": "the ωB97M-V functional and the def2-TZVPD basis", "de_lowest_ev": 0.039, "max_force_ev_per_a": 1.08, "total_energy_ev": -55178.0147, "homo_ev": -9.3295, "smiles": "CCCCCCCCCCCCN1C/C(=C\\C(=O)OCC)c2cc(C(F)(F)F)ccc2S1(=O)=O", "species": ["C", "C", "C", "C", "C", "C", "C", "C", "C", "C", "C", "C", "N", "C", "C", "C", "C", "O", "O", "C", "C", "C", "C", "C", "C", "F", "F", "F", "C", "C", "C", "S", "O", "O", "H", "H", "H", "H", "H", "H", "H", "H", "H", "H", "H", "H", "H", "H", "H", "H", "H", "H", "H", "H", "H", "H", "H", "H", "H", "H", "H", "H", "H", "H", "H", "H", "H", "H", "H", "H"], "positions_angstrom": [[3.0696, 3.3483, 6.6217], [3.8294, 3.4476, 5.3042], [3.2996, 2.4949, 4.2323], [3.5463, 1.0217, 4.5523], [3.0739, 0.1162, 3.4174], [3.2832, -1.3639, 3.7274], [2.9021, -2.2784, 2.5623], [1.4017, -2.3074, 2.2802], [1.0640, -3.2548, 1.1310], [-0.4321, -3.2514, 0.8275], [-0.8249, -4.1923, -0.3118], [-0.1631, -3.8267, -1.6459], [-0.2513, -2.4143, -1.9166], [-1.4805, -1.8330, -2.3822], [-1.6168, -0.3862, -1.9901], [-2.6243, 0.3734, -2.4565], [-3.6782, -0.1150, -3.3552], [-3.8497, -1.2637, -3.6958], [-4.4549, 0.8954, -3.7590], [-5.5187, 0.5610, -4.6519], [-6.2396, 1.8380, -5.0388], [-0.6111, 0.2061, -1.1027], [-0.9479, 1.1751, -0.1556], [0.0400, 1.7369, 0.6373], [-0.3172, 2.7617, 1.6805], [0.5422, 3.7913, 1.7006], [-1.5387, 3.2832, 1.5138], [-0.2963, 2.2354, 2.9204], [1.3714, 1.3492, 0.5232], [1.7041, 0.3641, -0.3904], [0.7222, -0.1872, -1.1865], [1.0631, -1.5122, -2.3361], [0.9500, -1.0016, -3.6701], [2.2626, -2.1943, -1.9567], [2.0056, 3.5039, 6.4576], [3.2087, 2.3732, 7.0812], [3.4236, 4.1041, 7.3193], [4.8883, 3.2423, 5.4783], [3.7486, 4.4703, 4.9282], [2.2275, 2.6611, 4.1059], [3.7883, 2.7352, 3.2837], [4.6133, 0.8626, 4.7261], [3.0146, 0.7495, 5.4650], [3.6224, 0.3652, 2.5052], [2.0139, 0.3057, 3.2392], [2.6968, -1.6364, 4.6078], [4.3363, -1.5255, 3.9701], [3.2326, -3.2943, 2.7916], [3.4288, -1.9582, 1.6606], [0.8713, -2.6212, 3.1828], [1.0534, -1.3051, 2.0221], [1.6215, -2.9464, 0.2460], [1.3784, -4.2681, 1.3916], [-0.7421, -2.2350, 0.5732], [-0.9799, -3.5478, 1.7257], [-0.5408, -5.2158, -0.0628], [-1.9109, -4.1683, -0.4275], [0.9037, -4.0489, -1.6132], [-0.6134, -4.4101, -2.4591], [-2.3248, -2.3931, -1.9707], [-1.5602, -1.9007, -3.4769], [-2.6882, 1.4247, -2.2218], [-5.0973, 0.0569, -5.5288], [-6.1921, -0.1427, -4.1490], [-5.5517, 2.5222, -5.5279], [-6.6426, 2.3237, -4.1544], [-7.0535, 1.6052, -5.7190], [-1.9763, 1.4767, -0.0306], [2.1220, 1.8091, 1.1464], [2.7163, 0.0088, -0.4960]]}